70
Properties=species:S:1:pos:R:3:forces:R:3 method="wB97M-V/def2-TZVPD" gap_ev=3.3 total_charge=-1
C -0.19918 1.43020 1.75212 0.055 0.033 0.016
C -0.01411 2.81587 2.33493 -0.094 0.056 0.152
O -0.06335 2.67478 3.76125 0.145 0.058 -0.009
C -1.03806 3.85802 1.83145 -0.006 -0.100 0.031
N -2.36018 3.85533 2.41231 -0.075 0.094 -0.024
C -3.08033 2.58071 2.34735 0.078 0.010 -0.073
C -4.58854 2.76329 2.46924 -0.004 0.113 0.022
O -5.23335 1.58842 2.80728 0.059 -0.093 -0.225
N -4.92933 0.60807 1.69668 0.017 0.078 -0.071
H -0.39167 1.48901 0.68138 0.032 -0.046 -0.007
H 0.69901 0.82495 1.88885 0.011 0.009 0.063
H -1.04100 0.94131 2.23823 0.001 -0.047 -0.060
H 0.98099 3.19475 2.05968 0.003 -0.036 -0.090
H -0.19310 3.54490 4.15063 -0.008 0.014 -0.020
H -1.14388 3.71188 0.75115 0.074 0.030 -0.009
H -0.59993 4.85320 1.97311 -0.051 0.038 0.036
H -2.35198 4.22564 3.35376 -0.013 -0.075 0.020
H -2.86467 2.12714 1.38102 -0.068 -0.080 0.017
H -2.77180 1.86669 3.11896 0.030 0.029 0.019
H -4.78869 3.51372 3.25444 -0.043 -0.064 0.041
H -4.96435 3.16002 1.51002 -0.013 0.091 0.017
H -5.88599 0.35896 1.42872 -0.024 0.016 0.106
C 1.35048 -1.28946 -0.94559 -0.165 -0.035 0.097
O 1.18700 -0.08449 -0.98274 0.108 -0.006 -0.122
N 0.48689 -2.17286 -0.40792 0.080 0.041 -0.133
C 0.83107 -3.57535 -0.36363 -0.028 -0.072 0.117
C -0.77395 -1.69863 0.14740 -0.027 -0.046 0.028
H 2.24493 -1.79078 -1.35739 0.023 0.037 0.019
H 0.10881 -4.20090 -0.89360 -0.068 0.102 -0.023
H 0.89030 -3.92949 0.66995 -0.026 -0.005 -0.005
H 1.81034 -3.70254 -0.81725 0.028 -0.116 -0.014
H -1.37114 -1.19242 -0.61046 0.008 -0.010 -0.013
H -0.60773 -0.99212 0.95720 0.013 -0.035 0.015
H -1.32904 -2.55342 0.52653 -0.030 0.030 0.003
C 4.35462 -2.78890 0.50654 -0.118 0.049 -0.009
O 4.18181 -3.52626 -0.45060 0.109 0.042 0.005
N 5.01366 -3.14172 1.62331 0.035 -0.041 -0.027
C 5.17608 -2.23172 2.73687 -0.022 0.047 0.014
C 5.56269 -4.48336 1.70443 0.008 -0.002 0.041
H 3.96651 -1.75714 0.53625 0.006 -0.004 -0.011
H 6.23182 -2.04184 2.94045 0.008 -0.008 -0.022
H 4.71364 -2.62993 3.64186 -0.014 -0.014 -0.013
H 4.69569 -1.28483 2.49676 0.003 0.004 0.019
H 6.28550 -4.65673 0.90673 0.005 0.018 -0.004
H 4.77567 -5.23160 1.60785 -0.016 0.011 0.004
H 6.05402 -4.59994 2.66786 0.004 -0.017 -0.007
C -7.88714 0.56668 -1.59559 0.005 0.109 0.058
O -8.23044 0.43022 -0.44120 -0.090 -0.047 -0.108
N -7.13878 1.58780 -2.06677 0.009 0.018 0.021
C -6.83083 1.71274 -3.46736 0.065 -0.078 -0.040
C -6.62522 2.58789 -1.13699 -0.001 -0.061 0.089
H -8.17480 -0.14608 -2.39283 -0.008 -0.008 0.015
H -5.75216 1.68701 -3.64437 0.003 -0.005 0.023
H -7.21925 2.64844 -3.88081 -0.019 0.002 0.023
H -7.28528 0.88463 -4.01184 0.010 0.008 -0.016
H -5.93591 2.14250 -0.40932 -0.030 -0.079 -0.004
H -7.44695 3.04483 -0.58367 0.000 0.001 0.000
H -6.10859 3.35183 -1.71633 0.014 0.024 0.039
C 6.57308 -0.10007 -4.01937 -0.004 0.004 0.002
O 6.56200 1.11117 -4.12539 0.011 0.003 -0.005
N 5.59279 -0.83233 -3.45936 -0.049 0.010 0.038
C 5.66910 -2.27400 -3.36249 0.066 -0.064 -0.007
C 4.41393 -0.16035 -2.93500 0.006 -0.030 0.038
H 7.41310 -0.71913 -4.38269 0.001 0.011 -0.002
H 4.84977 -2.75063 -3.90520 -0.007 0.021 -0.027
H 5.61713 -2.61062 -2.32584 -0.018 0.029 -0.009
H 6.61088 -2.61185 -3.79428 -0.007 -0.007 -0.007
H 3.88431 0.38445 -3.71575 0.023 -0.008 -0.030
H 4.67655 0.55169 -2.15293 0.041 0.003 -0.011
H 3.75652 -0.91727 -2.51790 -0.053 0.046 0.008